Density functional theory data (ωB97M-V with the def2-TZVPD basis set) for the ion C10H8BCl4F3NO2 with charge -1 in a non-equilibrium geometry.

Calculated values
Net charge   -1
Gap between HOMO and LUMO   8.81 eV
Electronic energy   -2756.5823 Ha
HOMO level   -6.23 eV

Last column: natural (NBO) charge in e.
Geometry (Å):
Cl  0.5914  -4.7094  -0.1801  -0.29
B  0.4557  -3.0481  -1.0388  0.49
Cl  1.8864  -2.9137  -2.2597  -0.31
Cl  -1.1427  -3.0489  -2.0761  -0.34
O  0.3145  -1.9825  -0.0901  -0.74
C  0.1814  -0.6586  -0.3947  0.28
C  1.1034  0.1765  0.5538  -0.05
C  1.5164  1.4100  0.0695  -0.20
C  2.2490  2.2701  0.8870  -0.23
C  2.5703  1.8820  2.1885  -0.07
Cl  3.3873  2.9674  3.1983  0.00
C  2.2557  0.5926  2.6263  -0.25
C  1.5768  -0.2968  1.7857  -0.14
H  0.5358  -0.5035  -1.4486  0.20
H  1.1770  1.6988  -0.9298  0.24
H  2.5217  3.2494  0.5182  0.22
H  2.5324  0.3173  3.6353  0.22
H  1.3688  -1.3132  2.1271  0.24
C  -1.7850  0.2693  0.8734  -0.41
N  -1.2333  -0.1666  -0.4069  -0.52
C  -1.6725  0.5797  -1.5192  0.66
C  -3.0350  0.1938  -2.2461  0.90
F  -3.5659  -0.9941  -1.8919  -0.30
F  -3.9643  1.1740  -1.9897  -0.34
F  -2.8164  0.1939  -3.5987  -0.32
O  -1.1221  1.5634  -1.9780  -0.51
H  -2.8449  -0.0288  0.8269  0.20
H  -1.3119  -0.2348  1.7332  0.23
H  -1.7300  1.3610  1.0252  0.18